(1)
Computed, not measured: a structure of composition C35H55InNO4PS in a non-equilibrium geometry, with wB97M-V/def2-TZVPD.

Geometry as XYZ:
```
98
Properties=species:S:1:pos:R:3:forces:R:3:mulliken_charge:R:1
In -0.370 1.139 0.286 -0.2 -0.2 0.4 1.108
C 2.677 1.694 0.699 0.2 0.0 0.6 -1.945
C 3.290 0.635 1.303 -0.1 0.2 0.1 1.462
C 2.402 0.180 2.404 0.0 0.0 0.0 0.281
C 1.381 1.076 2.489 0.0 0.1 0.0 -1.391
C 1.486 2.095 1.439 -1.2 -0.5 -0.9 0.914
C 1.327 3.585 1.759 0.3 0.2 0.1 2.813
C 1.331 4.409 0.469 0.0 -0.2 0.1 -1.609
C 2.558 3.960 2.614 0.0 0.0 -0.1 -1.740
C 0.079 3.907 2.579 0.1 -0.1 -0.1 -1.743
C 2.417 -1.012 3.369 0.0 -0.1 0.1 2.217
C 2.955 -0.547 4.735 0.0 -0.1 -0.1 -1.781
C 3.205 -2.240 2.902 0.0 0.1 0.0 -2.194
C 0.964 -1.502 3.563 0.1 0.1 0.0 -2.296
C 4.742 0.277 0.996 0.1 -0.1 -0.1 1.930
C 5.379 1.343 0.089 -0.1 -0.1 0.1 -2.104
C 5.541 0.326 2.310 -0.1 0.0 -0.1 -1.626
C 4.915 -1.074 0.278 0.2 0.2 0.4 -1.560
H 3.076 2.265 -0.122 0.1 0.1 0.1 0.380
H 0.591 1.073 3.225 0.0 0.0 0.0 0.341
H 1.161 5.462 0.693 0.0 0.0 0.0 0.401
H 0.533 4.069 -0.195 0.0 0.1 -0.1 0.268
H 2.284 4.323 -0.054 0.0 0.0 0.0 0.254
H 3.486 3.785 2.069 0.0 0.0 0.0 0.224
H 2.583 3.365 3.528 0.0 0.0 0.0 0.299
H 2.509 5.015 2.887 0.0 0.0 0.0 0.526
H -0.820 3.806 1.984 -0.1 0.0 0.0 0.352
H 0.131 4.935 2.943 0.1 0.0 0.0 0.506
H -0.007 3.248 3.445 0.0 0.0 0.0 0.211
H 3.988 -0.211 4.661 0.0 0.0 0.0 0.285
H 2.911 -1.371 5.451 0.0 0.0 0.0 0.477
H 2.359 0.281 5.119 0.0 0.0 0.0 0.277
H 4.265 -2.046 2.772 0.0 0.0 0.0 0.249
H 2.791 -2.629 1.970 0.2 0.1 0.3 0.368
H 3.109 -3.023 3.658 0.0 0.0 0.0 0.616
H 0.394 -0.844 4.219 0.0 0.0 0.0 0.436
H 0.958 -2.498 4.008 0.0 0.0 0.1 0.447
H 0.453 -1.559 2.603 0.0 0.0 0.2 0.608
H 5.365 2.322 0.568 0.0 0.0 0.0 0.330
H 4.873 1.412 -0.874 0.0 0.0 0.0 0.344
H 6.418 1.069 -0.103 0.0 0.0 0.0 0.434
H 5.352 1.274 2.819 0.0 0.0 0.0 0.300
H 5.276 -0.477 2.989 0.0 0.0 0.0 0.203
H 6.609 0.250 2.100 0.0 0.0 0.0 0.514
H 4.745 -0.945 -0.792 0.2 -0.1 0.2 0.290
H 4.223 -1.830 0.637 0.3 0.2 0.1 -0.016
H 5.934 -1.443 0.416 0.1 0.0 0.0 0.543
C 2.428 -0.310 -1.726 -0.2 0.0 -0.2 -1.305
C 1.884 -1.406 -0.857 0.1 0.1 -0.1 0.566
C 2.604 -2.608 -0.668 -0.4 -0.6 -0.3 -0.384
C 2.045 -3.618 0.062 -0.1 0.1 -0.4 -1.269
C 0.736 -3.472 0.572 0.0 0.2 -0.2 2.072
C 0.062 -4.509 1.250 -0.1 -0.1 0.1 -1.109
C -1.232 -4.329 1.662 0.2 0.0 0.0 -0.747
C -1.876 -3.102 1.447 0.1 0.1 -0.1 -0.717
C -1.237 -2.059 0.811 -0.2 0.0 -0.2 1.810
S -2.110 -0.583 0.516 0.1 0.3 0.2 -0.604
C 0.094 -2.229 0.343 -0.1 -0.5 0.1 -1.618
N 0.696 -1.217 -0.330 0.2 0.3 0.0 -0.247
H 1.835 -0.256 -2.642 0.0 -0.1 -0.1 0.480
H 3.465 -0.496 -1.996 -0.2 0.1 -0.1 0.400
H 2.341 0.648 -1.213 0.1 -0.3 -0.3 0.025
H 3.593 -2.719 -1.094 -0.3 0.0 -0.1 0.709
H 2.577 -4.545 0.244 0.0 0.0 0.0 0.276
H 0.579 -5.445 1.422 0.0 0.0 0.0 0.398
H -1.768 -5.130 2.154 0.0 0.0 0.0 0.375
H -2.898 -2.953 1.771 0.0 0.0 0.0 0.505
C -5.319 1.042 -0.614 0.3 0.2 -0.1 -1.315
C -5.203 2.458 -0.065 -0.7 -0.2 0.2 1.715
C -5.189 2.457 1.461 0.3 0.0 -0.1 -1.531
C -6.367 3.310 -0.570 0.3 0.0 0.0 -1.731
O -4.022 3.090 -0.618 0.4 0.1 -0.1 0.221
P -2.489 2.949 -0.255 -0.2 0.8 0.0 -0.295
O -1.690 2.208 -1.312 0.5 -0.4 0.2 -0.932
O -2.234 2.358 1.104 0.2 -0.1 0.0 -0.692
O -1.969 4.459 -0.228 -0.2 -0.2 -0.1 0.448
C -2.486 5.688 -0.781 -0.1 0.5 -0.2 1.873
C -1.269 6.592 -0.973 0.0 -0.3 0.1 -1.734
C -3.161 5.499 -2.139 0.2 -0.3 0.2 -1.525
C -3.438 6.310 0.237 0.1 -0.3 0.0 -1.377
H -6.215 0.562 -0.222 0.0 0.0 0.0 0.474
H -4.448 0.459 -0.321 0.0 -0.1 0.0 0.002
H -5.366 1.066 -1.703 0.0 0.0 0.0 0.317
H -6.189 2.228 1.828 0.0 0.0 0.0 0.499
H -4.887 3.435 1.838 -0.1 0.0 0.0 0.315
H -4.485 1.719 1.839 0.0 0.0 0.1 0.241
H -7.308 2.822 -0.320 0.0 0.0 0.0 0.483
H -6.304 3.427 -1.652 0.0 0.0 0.0 0.349
H -6.351 4.300 -0.112 0.0 0.0 0.0 0.332
H -0.585 6.137 -1.690 0.0 0.0 0.0 0.383
H -0.745 6.731 -0.028 0.0 0.0 0.0 0.255
H -1.586 7.563 -1.351 0.0 0.0 0.0 0.519
H -2.484 4.959 -2.804 0.0 0.1 -0.1 0.348
H -3.383 6.475 -2.571 0.0 0.0 0.0 0.523
H -4.077 4.926 -2.053 -0.1 0.0 0.0 0.149
H -2.939 6.386 1.204 0.0 0.0 0.0 0.292
H -4.326 5.689 0.357 0.0 0.0 0.0 0.095
H -3.734 7.307 -0.090 -0.1 0.0 0.0 0.483
```
Forces are in eV/Å.

The energy above the lowest of the compared OMol25 structures with the same formula, charge and spin comes out at 128.8 kJ/mol. The HOMO energy is -0.2791 hartree. The electronic energy comes out at -2652.2284 hartree. The net charge is 0. As for the spin multiplicity: 1.


(2)
Computed, not measured: a structure of composition C35H55N6RuSb2 in a non-equilibrium geometry, with wB97M-V/def2-TZVPD.

Geometry as XYZ:
```
99
Properties=species:S:1:pos:R:3:forces:R:3:mulliken_spin:R:1
Ru 16.642 -8.858 6.378 -0.1 0.3 0.4 2.071
C 21.170 -9.530 7.303 0.3 0.4 -0.1 -0.003
N 19.780 -9.386 7.717 -0.8 0.9 0.3 0.028
C 18.915 -10.560 7.631 -0.5 -0.2 -0.2 0.065
C 19.225 -8.200 8.097 1.1 0.1 0.5 -0.045
N 17.862 -8.044 7.962 0.6 1.0 1.0 0.225
C 17.252 -7.052 8.783 -0.2 -1.0 0.0 0.124
C 17.638 -6.720 10.108 0.8 0.7 0.1 -0.017
C 17.179 -5.552 10.716 0.0 -0.9 -0.3 0.071
C 16.217 -4.764 10.056 -0.1 0.1 -1.1 0.065
C 15.698 -5.167 8.823 -0.2 -0.7 0.8 -0.024
C 16.063 -6.442 8.274 0.4 0.0 -0.5 0.171
N 15.435 -7.114 7.213 -0.8 1.9 1.2 0.180
C 14.085 -6.864 7.095 -0.8 -0.3 0.4 -0.023
N 13.189 -6.679 8.138 1.1 -0.1 -1.1 0.045
C 11.915 -5.941 7.933 0.4 0.0 -0.2 0.000
C 13.439 -7.083 9.537 0.6 -0.3 -0.4 -0.001
N 13.570 -6.878 5.827 0.2 -0.2 0.4 0.002
C 12.441 -7.766 5.508 -0.1 0.1 0.1 0.006
C 14.449 -6.495 4.725 0.1 -0.2 0.3 -0.035
N 20.076 -7.215 8.588 -0.6 -0.8 -0.4 0.051
C 21.228 -7.553 9.466 -0.3 -0.1 -0.1 -0.001
C 19.874 -5.766 8.378 -0.1 -0.3 0.1 -0.001
H 21.229 -10.147 6.406 -0.1 -0.1 0.1 0.002
H 21.784 -9.967 8.084 0.1 -0.2 0.1 0.001
H 21.600 -8.555 7.060 -0.2 -0.1 0.0 0.000
H 19.479 -11.477 7.392 -0.1 0.6 0.0 0.009
H 18.138 -10.392 6.826 0.6 -0.5 0.5 -0.016
H 18.380 -10.726 8.578 0.1 0.1 -0.4 -0.016
H 18.416 -7.300 10.620 -0.3 0.2 -0.3 -0.001
H 17.574 -5.232 11.683 -0.2 -0.3 -0.3 -0.002
H 15.902 -3.822 10.506 0.0 -0.2 -0.2 0.000
H 14.916 -4.586 8.341 0.1 -0.1 0.1 -0.001
H 11.903 -5.468 6.945 0.1 -0.2 0.3 0.001
H 11.822 -5.167 8.699 0.2 -0.1 0.0 0.002
H 11.051 -6.593 8.031 0.0 -0.2 0.0 0.002
H 14.339 -7.711 9.596 -0.3 0.2 -0.1 -0.002
H 12.604 -7.674 9.908 -0.2 0.1 -0.1 -0.001
H 13.584 -6.218 10.186 -0.1 0.0 -0.1 0.002
H 11.872 -7.978 6.417 0.1 0.1 -0.3 0.003
H 12.809 -8.733 5.126 -0.1 0.4 0.0 0.003
H 11.780 -7.294 4.768 0.2 -0.2 0.2 0.001
H 14.979 -5.578 5.002 0.1 -0.2 -0.1 -0.001
H 13.835 -6.265 3.855 -0.1 -0.1 0.0 0.000
H 15.179 -7.295 4.472 -0.4 0.4 0.1 0.044
H 21.201 -8.608 9.753 -0.1 0.2 -0.1 0.000
H 21.165 -6.966 10.391 -0.1 0.0 -0.3 0.003
H 22.194 -7.336 8.999 -0.2 0.0 -0.1 0.001
H 19.006 -5.594 7.734 0.3 0.0 0.2 0.001
H 20.775 -5.341 7.914 -0.2 -0.2 0.0 0.001
H 19.715 -5.260 9.338 0.0 -0.1 -0.2 0.002
C 16.913 -11.321 2.797 0.2 0.3 0.9 0.037
Sb 15.752 -10.319 4.385 -0.7 -1.3 -2.0 0.669
C 13.913 -10.185 3.144 0.4 0.2 0.4 0.071
C 15.298 -7.294 1.432 1.4 -0.5 -0.6 0.010
C 16.351 -8.028 0.918 -0.5 0.3 0.2 0.015
C 16.111 -8.960 -0.169 0.3 -0.3 0.0 0.000
C 17.156 -9.554 -0.825 -0.6 -0.2 -0.2 0.001
C 18.500 -9.308 -0.455 -0.2 0.3 0.6 0.001
C 18.778 -8.452 0.614 0.1 -0.2 0.2 -0.005
C 17.746 -7.826 1.331 0.1 0.7 -0.4 -0.001
C 18.069 -6.892 2.398 -0.4 -0.1 1.1 0.000
Sb 18.275 -7.838 4.485 1.9 0.8 -0.9 0.020
C 19.800 -9.300 3.904 -0.5 -0.1 0.3 0.004
C 19.708 -6.262 5.072 -0.5 -0.5 -0.1 0.041
H 16.955 -10.682 1.921 -0.1 0.1 -0.1 -0.007
H 16.470 -12.292 2.557 -0.1 0.3 0.1 0.022
H 17.929 -11.470 3.169 -0.1 -0.1 -0.1 -0.006
H 14.018 -10.776 2.226 0.3 0.1 0.3 0.006
H 13.758 -9.133 2.898 -0.1 -0.1 0.0 -0.004
H 13.061 -10.570 3.708 0.1 0.1 0.0 0.016
H 15.450 -6.460 2.116 -0.1 -0.3 -0.1 0.001
H 14.288 -7.480 1.095 -0.1 0.0 -0.1 0.000
H 15.087 -9.200 -0.450 0.1 0.2 0.0 0.000
H 16.956 -10.251 -1.638 0.0 0.2 0.2 0.000
H 19.298 -9.827 -0.996 -0.2 0.3 0.2 0.000
H 19.813 -8.276 0.932 -0.5 0.0 -0.3 0.000
H 17.297 -6.146 2.622 0.2 -0.2 -0.3 -0.005
H 19.029 -6.393 2.295 0.1 -0.2 -0.1 0.001
H 20.807 -8.882 3.991 -0.2 0.1 -0.1 0.001
H 19.629 -9.687 2.891 0.0 0.2 0.3 0.000
H 19.708 -10.137 4.606 0.0 0.1 -0.2 0.001
H 20.376 -6.029 4.244 -0.1 -0.1 0.0 0.002
H 20.304 -6.633 5.907 -0.1 0.0 0.0 0.000
H 19.159 -5.371 5.374 0.1 0.0 0.0 0.001
C 15.525 -10.026 7.653 -0.6 -0.1 1.2 0.021
C 15.825 -11.411 8.162 0.7 -1.1 0.0 0.006
C 15.836 -11.722 9.558 0.4 0.2 -1.2 0.004
C 16.070 -13.026 9.997 -0.1 -0.3 -0.2 0.000
C 16.314 -14.058 9.075 -0.1 0.3 0.0 0.000
C 16.359 -13.767 7.704 -0.1 -0.2 0.7 0.045
C 16.125 -12.471 7.265 -0.4 0.5 0.4 0.008
H 15.445 -9.375 8.536 -0.1 0.0 -0.1 0.013
H 14.529 -10.026 7.183 -0.1 0.1 0.0 0.013
H 15.737 -10.926 10.291 -0.3 -0.1 -0.1 0.000
H 16.026 -13.250 11.071 0.1 0.1 -0.6 0.000
H 16.462 -15.084 9.428 0.0 0.4 -0.2 0.001
H 16.561 -14.576 7.004 0.0 0.3 0.1 0.001
H 16.137 -12.279 6.188 0.0 -0.1 0.3 0.001
```
Forces are in eV/Å.

The energy above the lowest of the compared OMol25 structures with the same formula, charge and spin comes out at 52.7 kJ/mol. The HOMO energy (spin up / spin down) is -0.5314 / -0.5437 hartree. The electronic energy comes out at -2269.4567 hartree. The net charge is +3. As for the spin multiplicity: 5.